29
Properties=species:S:1:pos:R:3:forces:R:3 method="wB97M-V/def2-TZVPD" e_above_lowest_kj_mol=0.0 orbital_gap_ev="5.7221 / 6.7694" spin_multiplicity=9 total_charge=-1
Rh 0.0286 -0.4819 -2.2868 0.7 0.4 -2.3
Cl 1.7538 0.6141 -0.8962 2.1 0.7 -0.7
C -1.5317 -0.7833 -3.4640 -0.3 -0.5 -0.9
C 1.4771 -1.0403 -3.5925 1.0 0.4 -1.1
H -1.3048 -1.6881 -4.0498 -0.4 0.1 0.0
H -2.5225 -0.8477 -2.9935 0.4 -0.1 -0.1
H -1.5119 0.0852 -4.1516 -0.1 -0.2 0.2
H 0.9788 -1.3275 -4.5270 0.3 0.1 0.0
H 2.0866 -1.8773 -3.2102 -0.4 0.3 0.1
H 2.1385 -0.1663 -3.7347 -0.1 -0.5 -0.2
Mn -0.1851 0.0617 0.0416 1.9 2.3 5.4
C -1.9357 0.6706 -0.4036 -2.8 1.8 -1.2
C -0.5666 -1.6569 -0.8300 -1.7 -5.8 -1.1
H -2.4178 0.1733 -1.2509 -0.4 0.4 0.4
H -2.4539 0.4644 0.5514 -0.1 0.1 -0.4
H -1.8646 1.7576 -0.5613 -0.6 -0.1 0.0
H 0.1271 -2.5029 -0.6340 -0.3 0.2 -0.1
H -1.6291 -1.9859 -0.8306 0.6 0.3 0.6
O -0.5287 2.7311 1.9624 0.4 -0.3 0.8
C 0.0701 1.8129 2.5060 0.3 -0.9 -0.6
C 0.7623 1.8036 3.8651 0.0 0.5 0.5
C 1.4188 0.4317 3.9757 0.4 -0.3 0.5
C 1.0026 -0.3130 2.7108 -0.5 0.9 -0.7
O 1.2692 -1.4631 2.3760 0.0 0.8 0.6
N 0.2503 0.5634 1.9512 0.2 -0.3 0.6
H 1.4942 2.6203 3.9376 -0.3 -0.1 -0.1
H 0.0061 1.9573 4.6457 0.1 0.1 -0.1
H 2.5160 0.5176 4.0416 -0.4 -0.2 -0.1
H 1.0721 -0.1307 4.8516 0.2 0.1 -0.1



16
Properties=species:S:1:pos:R:3:forces:R:3 method="wB97M-V/def2-TZVPD" e_above_lowest_kj_mol=103.9 orbital_gap_ev=10.5546 spin_multiplicity=1 smiles="CC(=O)NCO.O"
O 2.4476 0.2547 -1.2272 0.0 0.0 -0.3
C 1.3112 0.1232 -0.8305 -0.3 -0.3 0.8
N 0.8376 1.0065 0.1231 0.7 1.0 0.6
C -0.3799 1.2613 0.8423 -1.1 0.1 -0.7
O -0.8491 0.2298 1.6863 0.8 0.0 -0.1
C 0.4236 -1.0282 -1.2087 0.6 0.5 -0.8
H 1.5182 1.7334 0.3098 0.2 -0.3 -0.2
H -0.2362 2.1883 1.3941 0.4 0.0 0.2
H -1.2177 1.5074 0.1894 -0.1 -0.3 -0.3
H -0.0727 -0.0380 2.1980 -0.3 -0.2 0.1
H -0.5973 -0.8662 -0.9146 -0.2 -0.4 0.2
H 0.4902 -1.1138 -2.2909 -0.2 0.0 -0.1
H 0.8751 -1.9473 -0.8453 -0.3 0.0 0.4
H -2.4042 -0.7642 -0.0849 0.0 0.1 0.0
H -2.7906 -1.5650 1.1244 0.0 0.0 0.1
O -2.8335 -1.5848 0.1649 -0.2 -0.1 -0.1



81
Properties=species:S:1:pos:R:3:forces:R:3 method="wB97M-V/def2-TZVPD" e_above_lowest_kj_mol=74.8 orbital_gap_ev="5.2528 / 2.8420" spin_multiplicity=2 total_charge=+2
C -6.8107 0.7064 2.5276 0.6 -0.2 -0.5
C -5.9419 0.7133 1.2347 -0.1 0.3 0.1
C -6.2391 1.9876 0.3973 0.7 -0.6 0.8
C -5.2325 2.2640 -0.6966 -0.1 0.9 -1.0
C -3.8460 2.4339 -0.1123 0.0 0.7 -0.4
C -3.3641 1.2689 0.7185 0.5 1.0 0.5
N -4.5047 0.8498 1.6100 2.0 -2.1 6.0
O -4.1857 0.5478 2.8229 -1.5 1.6 -5.8
C -2.1832 1.7751 1.6228 0.1 -1.4 -0.5
C -2.8879 0.0341 -0.1548 -1.4 1.1 1.5
C -6.1228 -0.5417 0.3818 -0.2 0.0 -1.0
H -6.5737 -0.1133 3.2041 0.1 -0.1 -0.2
H -7.8579 0.6056 2.2451 0.1 0.1 -0.1
H -6.6691 1.6380 3.0750 -0.1 0.0 0.0
H -6.0841 2.7502 1.1629 -0.7 0.6 -0.3
H -7.2734 1.8973 0.0694 0.0 0.3 0.0
H -5.5091 3.2199 -1.1463 0.0 0.2 0.2
H -5.2725 1.6452 -1.5942 0.0 -0.7 0.4
H -3.8074 3.3613 0.4637 -0.4 -0.1 0.5
H -3.0456 2.6514 -0.8215 -0.2 -0.4 -0.5
H -2.3475 2.4626 2.4513 -0.8 -0.1 -0.1
H -1.4438 2.2726 0.9939 -0.2 -0.1 -0.3
H -1.7225 0.8670 2.0082 0.1 0.2 0.2
H -2.0997 0.4398 -0.7852 0.2 -0.5 0.3
H -3.6896 -0.3558 -0.7793 0.1 0.1 0.0
H -2.6599 -0.6772 0.6390 0.8 -0.5 -0.7
H -5.4664 -1.3916 0.5619 -0.4 -0.1 0.7
H -5.9949 -0.3654 -0.6877 0.2 0.5 0.0
H -7.1955 -0.7223 0.4509 0.2 -0.7 0.3
Ag 1.9169 2.6545 3.1828 0.0 -0.5 -0.6
C 1.3044 -0.5059 0.3027 0.2 0.3 0.8
C 1.5293 0.6754 1.2400 -0.3 -2.8 -2.3
O 0.7133 0.8507 2.1978 0.7 1.4 0.6
O 2.5381 1.3813 1.1536 -0.4 1.0 1.1
H 1.1195 -1.3618 0.9543 0.0 -0.1 0.0
H 2.2263 -0.7009 -0.2457 0.0 0.2 -0.1
H 0.4575 -0.4243 -0.3784 0.0 0.4 0.1
C 4.5017 0.0303 -2.9452 1.2 0.1 1.1
C 4.4237 -0.3476 -4.2169 -1.2 0.1 -1.8
C 5.5045 -1.0005 -5.0305 1.6 -0.3 1.4
O 5.4551 -1.1920 -6.2229 -0.7 0.3 0.5
C 6.6225 -1.3849 -4.1658 0.6 -0.6 0.2
C 6.7195 -1.0405 -2.8723 1.6 -0.4 1.3
C 5.7569 -0.1983 -2.1505 -3.3 1.5 -0.9
O 5.8528 0.3070 -1.0319 0.9 -1.2 -0.9
O 7.7562 -1.4425 -2.0929 -0.4 -0.2 -0.9
O 3.3163 -0.1495 -4.9344 -0.7 0.5 0.4
H 3.7206 0.6244 -2.4923 -0.1 -0.1 0.0
H 7.3722 -2.0834 -4.5115 0.1 0.2 -0.4
H 7.5709 -1.2270 -1.1710 0.0 0.2 0.2
H 3.4755 -0.2971 -5.8766 0.4 -0.3 -0.2
O 4.9863 2.5146 0.3948 -0.3 0.5 0.4
H 4.1552 2.0462 0.4944 0.1 -0.1 -0.4
H 5.5104 1.9627 -0.1980 0.2 -0.1 0.1
O 3.7030 3.8320 2.4012 -0.3 0.3 0.5
H 4.4179 3.4747 1.8504 0.3 -0.4 -0.5
H 4.0147 4.7003 2.6713 -0.1 0.2 0.2
O 4.7550 -0.5082 1.8900 -0.2 -0.2 0.0
H 4.5781 -0.1083 2.7447 0.2 0.0 0.2
H 4.2610 0.0259 1.2661 0.2 0.1 -0.1
O -0.9461 -1.1320 3.0833 -0.1 0.0 -0.2
H -0.3487 -0.3778 3.0535 0.0 -0.1 0.2
H -0.4175 -1.8469 3.4493 0.0 -0.2 0.1
O 0.0634 2.2647 4.7031 0.6 0.6 -0.1
H -0.7331 1.8978 5.0974 -0.1 -0.3 -0.1
H 0.3628 2.9253 5.3355 -0.2 0.0 0.4
C 2.8990 -4.1854 0.4165 -0.6 -1.5 -0.8
Cl 3.7204 -4.0527 1.9521 -0.1 0.4 0.0
Cl 2.9587 -5.9012 -0.1837 0.2 0.7 0.1
H 1.8250 -4.0305 0.5011 0.2 0.3 0.3
H 3.3160 -3.5662 -0.3745 0.3 0.0 0.3
C 0.1289 -0.8788 -3.8070 0.1 -0.6 0.0
Cl -0.8298 -2.3534 -4.0314 0.3 0.3 -0.2
Cl -0.8213 0.3331 -2.9030 0.4 0.1 -0.2
H 1.0099 -1.1618 -3.2351 -0.1 0.2 0.1
H 0.4622 -0.4696 -4.7570 -0.4 0.1 0.0
C -1.3389 -4.0786 -0.3066 0.4 -1.1 -1.1
Cl -2.7170 -3.5452 -1.2946 0.0 0.1 0.6
Cl -0.5035 -5.4334 -1.2322 -0.3 1.1 0.8
H -0.6702 -3.2295 -0.1863 0.1 -0.2 -0.1
H -1.6244 -4.5099 0.6495 -0.3 0.2 -0.2



67
Properties=species:S:1:pos:R:3:forces:R:3 method="wB97M-V/def2-TZVPD" e_above_lowest_kj_mol=46.8 orbital_gap_ev=6.9717 spin_multiplicity=1 total_charge=+1
Ti 1.2402 -0.1084 -0.0634 -0.5 0.2 0.0
C 3.3511 -1.7336 -1.6760 0.0 -0.5 -0.5
N 3.2958 -0.6252 -0.7087 -0.2 0.0 0.0
C 4.0265 -0.9810 0.5284 0.2 0.0 0.9
C 3.3788 -0.2273 1.7100 0.8 0.0 -0.2
N 1.9685 -0.5353 1.5906 0.4 0.3 0.3
C 1.3850 -1.4662 2.4172 -0.8 -1.4 0.8
C 1.1586 -1.3190 3.7942 -0.1 0.1 -0.5
F 1.6272 -0.2283 4.4024 -0.1 -0.2 0.1
C 0.3981 -2.2510 4.4946 0.1 -0.1 -0.2
F 0.1419 -2.0629 5.7802 0.0 0.0 0.0
C -0.1318 -3.3709 3.8464 0.1 0.2 -0.2
F -0.9050 -4.2184 4.5114 0.2 0.1 -0.1
C 0.1241 -3.5765 2.4887 0.1 0.2 0.0
F -0.3427 -4.6377 1.8457 -0.1 0.1 0.1
C 0.8750 -2.6276 1.8217 0.4 0.4 -0.1
F 1.1315 -2.7228 0.4762 -0.3 -0.5 0.7
C 3.8409 0.6076 -1.3298 -0.1 0.8 -0.3
C 2.6933 1.5940 -1.5834 0.5 -0.4 -0.9
N 1.8779 1.6013 -0.3875 0.8 -0.3 -0.1
C 1.3705 2.7231 0.1811 -1.0 1.7 1.2
C 0.3843 2.5417 1.1690 0.3 0.0 -0.2
F 0.0380 1.2200 1.4292 0.0 0.8 -0.5
C -0.2683 3.5495 1.8500 0.1 -0.1 0.0
F -1.1810 3.2441 2.7678 0.1 0.1 -0.2
C 0.0638 4.8725 1.5596 0.2 -0.2 -0.2
F -0.5108 5.8791 2.2065 0.1 -0.2 -0.1
C 1.0218 5.1178 0.5750 -0.2 -0.1 0.2
F 1.3470 6.3682 0.2745 0.0 -0.1 0.1
C 1.6573 4.0778 -0.0939 0.1 -0.6 0.2
F 2.5922 4.4043 -0.9979 -0.1 0.1 0.1
H 4.3810 -1.8971 -2.0165 -0.1 0.0 0.1
H 2.9777 -2.6582 -1.2289 0.0 0.2 0.0
H 2.7266 -1.4982 -2.5422 0.2 0.0 0.1
H 3.8938 -2.0527 0.7102 0.0 0.1 -0.1
H 5.1011 -0.7816 0.4417 -0.1 0.0 -0.1
H 3.7880 -0.5760 2.6651 0.0 0.1 -0.2
H 3.5428 0.8589 1.6340 0.0 -0.3 0.0
H 4.5662 1.0742 -0.6563 -0.1 -0.2 0.0
H 4.3411 0.3706 -2.2738 0.0 0.0 0.2
H 3.0992 2.5754 -1.8332 -0.2 -0.2 0.0
H 2.0794 1.2471 -2.4371 0.2 0.3 0.2
S -0.7745 2.0357 -1.9114 -0.4 -0.4 -0.1
P -1.3899 0.1759 -1.7676 -1.0 0.6 -0.2
S 0.1551 -1.1869 -1.8629 0.0 -0.3 0.1
C -2.3302 -0.0930 -0.2098 0.4 -0.1 -0.5
C -1.8358 -0.8027 0.8732 0.1 0.1 -0.3
C -2.5943 -0.9116 2.0278 0.1 0.0 0.2
C -3.8407 -0.3090 2.0967 0.1 -0.1 0.0
C -4.3444 0.3849 1.0059 0.1 0.1 0.0
C -3.5918 0.4902 -0.1495 0.1 0.0 0.0
C -2.6007 -0.3842 -3.0074 0.4 0.0 0.3
C -3.0545 0.4330 -4.0324 0.2 0.0 0.2
C -4.0215 -0.0484 -4.9004 -0.1 0.0 -0.1
C -4.5224 -1.3306 -4.7463 0.1 0.0 0.0
C -4.0558 -2.1456 -3.7254 0.0 -0.1 0.1
C -3.0979 -1.6751 -2.8501 0.0 0.1 0.0
H -0.8553 -1.2871 0.7975 -0.4 0.0 0.1
H -2.2140 -1.4640 2.8753 0.0 0.0 0.1
H -4.4178 -0.3835 3.0057 -0.1 0.0 0.1
H -5.3170 0.8496 1.0617 -0.1 0.0 0.0
H -3.9636 1.0251 -1.0120 -0.1 0.1 0.0
H -2.6550 1.4319 -4.1396 0.0 0.1 0.0
H -4.3850 0.5759 -5.7007 0.0 0.1 -0.1
H -5.2748 -1.7031 -5.4221 -0.1 0.0 -0.1
H -4.4363 -3.1477 -3.6070 -0.1 -0.1 0.0
H -2.7305 -2.2992 -2.0443 -0.1 -0.1 0.0



25
Properties=species:S:1:pos:R:3:forces:R:3 method="wB97M-V/def2-TZVPD" e_above_lowest_kj_mol=341.8 orbital_gap_ev=10.6962 spin_multiplicity=1 total_charge=+1
O 23.9680 21.2700 48.6370 2.4 6.1 -4.5
H 24.0910 22.3500 48.6740 -0.4 -3.3 0.0
H 23.3320 21.0420 49.2350 -2.5 -1.8 3.7
H 24.8550 20.8890 48.6080 0.7 -1.1 0.9
O 26.0320 23.1870 48.9640 2.4 2.3 2.0
H 26.2730 23.8760 49.7060 -1.4 -1.9 -1.7
H 26.9660 23.1190 48.6430 -1.2 -0.4 -0.3
O 21.0930 22.8640 47.2770 7.3 -0.4 6.4
H 20.7520 22.9730 46.5110 -5.0 0.9 -8.0
H 22.0970 23.0730 46.9260 -2.8 -0.6 2.0
O 20.4470 20.9760 49.3920 -0.2 -2.6 1.5
H 20.7720 20.1000 49.0680 -0.4 1.4 0.1
H 20.7990 21.6740 48.8830 0.6 1.1 -1.6
O 26.0520 19.9340 49.2510 5.3 2.1 1.2
H 26.1260 19.0420 49.4420 -1.5 -3.6 0.1
H 27.1030 19.9810 49.5600 -3.7 1.4 -1.4
O 23.1470 19.8710 50.7840 -1.7 0.6 1.5
H 22.3630 20.1480 51.3490 1.0 -0.4 -1.4
H 23.7000 19.4820 51.4690 0.4 -0.1 -0.2
O 23.5450 23.7390 46.8030 0.8 -3.4 -3.1
H 23.5170 24.5640 47.1810 0.0 3.4 1.0
H 23.7360 23.8000 45.8180 -0.2 0.3 1.9
O 22.9220 23.0700 50.2230 3.1 1.3 -3.5
H 22.3920 22.7950 50.8870 -2.8 -1.3 3.4
H 22.5090 23.8200 49.8030 -0.5 0.3 0.0



40
Properties=species:S:1:pos:R:3:forces:R:3 method="wB97M-V/def2-TZVPD" e_above_lowest_kj_mol=22.2 orbital_gap_ev=10.2242 spin_multiplicity=1 smiles="NC(=O)NCC=O.O.O.O.O.O.O.O.O.O"
O -0.0579 2.5464 -0.4544 -0.1 -0.2 -0.3
C 0.7185 2.7756 0.4327 0.5 0.6 0.6
C 1.5539 1.7758 1.1931 -0.1 -0.2 -0.9
N 1.2895 0.4202 0.8069 0.4 0.0 -0.1
C 2.0906 -0.4125 0.0834 -0.9 0.2 0.5
N 3.0297 0.1355 -0.7061 1.1 0.8 -1.0
O 1.8964 -1.6249 0.1925 0.4 -0.4 -0.5
H 0.8612 3.8190 0.7812 0.0 0.0 -0.1
H 2.6126 2.0080 1.0255 -0.1 0.1 0.0
H 1.3526 1.9702 2.2459 0.0 -0.2 0.1
H 0.5104 -0.0597 1.2209 -0.1 0.3 0.4
H 3.5376 -0.4815 -1.3086 0.1 -0.8 0.3
H 2.9305 1.0138 -1.2230 -0.6 0.0 0.8
H -2.1713 -1.7116 3.1714 0.2 -0.5 -0.4
H -0.6440 -2.2086 3.0745 -0.4 0.2 -0.4
O -1.2519 -1.4906 3.3436 -0.3 0.7 1.2
H -1.9702 -0.9529 0.7563 0.0 -0.1 0.3
H -3.2491 -1.5676 0.2806 0.2 0.0 0.4
O -2.7274 -1.4454 1.0990 -0.6 0.1 -0.7
H -2.8276 -0.2784 -2.1651 0.1 -0.2 0.0
H -2.0393 -1.4745 -1.6130 -0.3 -0.2 0.0
O -2.9390 -1.1779 -1.8411 -0.1 -0.4 0.0
H -1.5710 1.5638 2.5858 0.5 0.4 -0.5
H -1.2513 0.1896 2.8860 1.1 -0.7 -0.3
O -0.8525 0.9412 2.3822 -1.7 0.5 0.9
H -0.3971 0.4259 -2.3876 -0.2 -0.1 -0.2
H 0.2800 -0.0892 -3.6682 -0.2 0.0 0.0
O 0.4536 0.1559 -2.7540 0.2 -0.1 0.1
H 1.3288 2.2151 -2.1153 0.0 -0.2 -0.4
H 2.2907 2.0270 -3.3115 -0.3 -0.1 0.1
O 2.1910 2.4717 -2.4650 0.4 0.3 0.3
H -1.3815 1.8159 -1.4957 -0.6 0.0 0.0
H -2.8998 1.5406 -1.4223 0.0 0.1 0.1
O -2.1229 1.3775 -1.9662 0.6 0.7 0.1
H 0.9115 -3.6697 2.3957 0.7 0.1 -0.6
H 0.7610 -2.3928 1.3176 1.1 -0.6 0.3
O 0.4294 -2.9087 2.0823 -1.1 0.0 0.2
H 0.1513 -1.8243 -1.2383 0.5 -0.4 0.3
H -0.2554 -3.0523 -0.3170 0.3 0.1 0.0
O -0.5715 -2.3655 -0.9050 -0.8 0.4 -0.5